Record 1
Computed, not measured: C15H36N3O7PS2 as an isolated structure, with ωB97M-V with the def2-TZVPD basis set.

## Properties
Molar mass ... 465.58 g mol⁻¹
DFT total energy ... -65902.17568 eV
Gap between HOMO and LUMO ... 8.10 eV

The geometry in ORCA input format:
```
! wB97M-V def2-TZVPD RIJCOSX def2/J DEFGRID3
* xyz 0 1
C 3.78907 -1.87717 4.13990
C 4.37795 -2.94669 3.24324
O 4.40440 -2.62611 1.84502
P 3.18168 -2.62452 0.80972
O 3.42724 -3.43644 -0.38427
C 1.74261 -3.17781 1.74258
C 0.58519 -3.67538 0.86640
S -0.69976 -2.45676 0.67558
O -0.04878 -1.16550 0.55482
O -1.47132 -2.88888 -0.46840
N -1.54576 -2.58027 2.01113
S -1.54038 -1.33482 3.00043
N -2.60326 -1.94912 4.12638
O -2.16983 -0.15701 2.44760
O -0.25301 -1.10588 3.63587
O 3.01723 -1.09677 0.41309
C 3.39792 0.04740 1.18046
C 2.29772 0.58464 2.07338
H 4.12342 -2.06757 5.16249
H 2.69872 -1.88024 4.14858
H 4.15405 -0.88951 3.85984
H 5.42385 -3.11635 3.49835
H 3.86077 -3.89779 3.38428
H 1.37765 -2.40293 2.42288
H 2.06275 -4.01112 2.37077
H 0.10674 -4.52224 1.35602
H 0.88806 -3.97489 -0.13624
H -2.33077 -2.89816 4.35550
H -2.56290 -1.35982 4.95212
H 4.30849 -0.18179 1.73651
H 3.66986 0.79869 0.43514
H 1.76248 -0.19069 2.61839
H 1.54896 1.11820 1.48827
H 2.73342 1.28468 2.79134
C -4.33251 3.05453 -4.24443
C -2.92504 3.62058 -4.05907
C -1.78428 2.61529 -4.19501
N -1.31610 1.90898 -2.94547
C -2.47736 1.30539 -2.18680
C -2.01869 0.66279 -0.90028
C -1.30612 1.66455 0.00004
C -0.12876 2.27882 -0.74568
C -0.55821 2.88334 -2.07126
C -0.38769 0.82080 -3.38809
H -4.66932 2.44688 -3.40699
H -5.04654 3.86899 -4.36068
H -4.38452 2.44003 -5.14490
H -2.84977 4.18097 -3.12536
H -2.75733 4.35342 -4.85097
H -0.89002 3.10770 -4.57801
H -2.06498 1.83399 -4.90262
H -3.16674 2.12149 -1.97548
H -2.95306 0.60041 -2.86962
H -2.88965 0.25753 -0.38320
H -1.37673 -0.19655 -1.09241
H -0.97552 1.15501 0.90206
H -2.00507 2.45057 0.31039
H 0.64059 1.51999 -0.90936
H 0.34366 3.06761 -0.15744
H 0.29563 3.21083 -2.66601
H -1.21842 3.73466 -1.91092
H 0.41974 1.27118 -3.96156
H -0.94588 0.12354 -4.00806
H 0.01424 0.29532 -2.52998
*
```

=====

Record 2
Computed, not measured: a 3-piece molecular cluster, C15H37N4O4 overall, with ωB97M-V with the def2-TZVPD basis set.

## Properties
Relative energy (zero: lowest compared OMol25 entry of this formula, charge and spin) ... 35.62 kcal/mol
Molar mass ... 337.48 g mol⁻¹
DFT total energy ... -30297.56515 eV
Gap between HOMO and LUMO ... 8.18 eV

The geometry in ORCA input format:
```
! wB97M-V def2-TZVPD RIJCOSX def2/J DEFGRID3
* xyz 1 1
N -6.47563 -5.87712 3.43643
C -6.30014 -4.42386 3.42746
C -6.05254 -3.91759 2.00681
C -4.58808 -3.99971 1.58981
C -4.38594 -3.47910 0.17274
N -2.97822 -3.21159 -0.16047
C -2.41515 -2.02956 -0.11250
N -3.04767 -0.91255 0.32963
C -1.97614 0.08303 0.59870
C -0.99244 -0.30237 -0.49209
N -1.14246 -1.78004 -0.57456
H -7.00921 -6.16760 4.24480
H -5.58471 -6.34999 3.51950
H -5.46684 -4.10639 4.06806
H -7.20165 -3.96047 3.82315
H -6.65488 -4.53138 1.33372
H -6.39900 -2.88460 1.90734
H -4.22970 -5.02999 1.65573
H -3.97430 -3.41552 2.28553
H -4.73531 -4.20139 -0.56286
H -4.94183 -2.55622 0.00960
H -2.39208 -3.98841 -0.42282
H -3.69904 -1.09206 1.08291
H -1.55795 -0.11173 1.58954
H -2.33029 1.10763 0.54716
H 0.03930 -0.03245 -0.28074
H -1.29559 0.10672 -1.45457
H -0.44737 -2.27628 -0.02363
C 2.78755 0.93125 -0.24504
O 2.40598 -0.43959 -0.21778
C 2.71681 -1.13095 -1.42103
C 3.98915 -1.94378 -1.30277
O 5.11946 -1.11801 -1.12470
C 5.59353 -1.06045 0.20895
H 2.70111 1.31397 0.76998
H 3.81677 1.05153 -0.58578
H 2.13072 1.51290 -0.89952
H 2.81167 -0.42244 -2.25032
H 1.88379 -1.80611 -1.64866
H 4.12715 -2.50964 -2.22904
H 3.89854 -2.66058 -0.47880
H 6.06270 -2.00580 0.49942
H 4.79021 -0.83060 0.91404
H 6.34161 -0.27159 0.24782
C 2.10023 7.45121 -1.25794
O 3.26805 7.01778 -1.92756
C 4.16278 6.28727 -1.10983
C 4.07436 4.79933 -1.36945
O 2.80882 4.26572 -1.00063
C 1.93671 4.08710 -2.09851
H 1.42255 7.84125 -2.01510
H 1.61234 6.63098 -0.72367
H 2.32827 8.25049 -0.54500
H 3.97125 6.49198 -0.05110
H 5.17838 6.62174 -1.34010
H 4.83616 4.28725 -0.77502
H 4.27592 4.59747 -2.42654
H 2.26250 3.25314 -2.73250
H 1.87004 4.98705 -2.71376
H 0.94973 3.86075 -1.69443
*
```

=====

Record 3
Computed, not measured: a 7-piece molecular cluster, C15H37N7O10 overall, with ωB97M-V with the def2-TZVPD basis set.

## Properties
SMILES ... C[N+](=O)[O-].C[N+](=O)[O-].C[N+](=O)[O-].CN(C)C=O.CN(C)C=O.CN(C)C=O.CN(C)C=O
Molar mass ... 475.50 g mol⁻¹
DFT total energy ... -47050.99579 eV
Gap between HOMO and LUMO ... 9.27 eV

The geometry in ORCA input format:
```
! wB97M-V def2-TZVPD RIJCOSX def2/J DEFGRID3
* xyz 0 1
C -0.08530 1.08112 -3.35568
O 0.20850 -0.08824 -3.17895
N -1.07214 1.76543 -2.72505
C -1.30147 3.17933 -3.01013
C -1.95956 1.04478 -1.78122
H 0.54217 1.82124 -3.94308
H -1.89100 3.51254 -2.17006
H -1.85702 3.27538 -3.95318
H -0.35502 3.69431 -3.11414
H -1.79332 1.37417 -0.68863
H -2.97814 1.19107 -2.12045
H -1.64134 -0.04188 -1.76548
C -4.34833 -2.60204 2.16711
O -4.92315 -1.52716 2.36253
N -3.50158 -3.27083 3.06881
C -3.38635 -2.83339 4.39699
C -2.74816 -4.41420 2.66599
H -4.44590 -3.14875 1.17455
H -4.18510 -2.06934 4.54791
H -2.46073 -2.40941 4.72357
H -3.63072 -3.66115 5.06897
H -3.02266 -5.33788 3.19376
H -2.67399 -4.57272 1.56773
H -1.68995 -4.31940 2.92995
C -0.05313 3.66078 1.02815
O -1.12817 3.10420 0.89652
N 0.26928 4.65697 1.85710
C 1.46799 5.41724 1.80745
C -0.75850 5.07591 2.88181
H 0.80890 3.34452 0.30915
H 1.97111 5.30140 0.78910
H 2.21969 5.03640 2.51089
H 1.28456 6.46662 1.93737
H -1.28199 5.83525 2.41827
H -1.35410 4.17676 3.14852
H -0.16156 5.41887 3.80741
C 3.01417 2.52643 -1.91892
O 1.83928 2.97462 -1.99559
N 3.46224 1.62257 -1.02953
C 4.75465 1.04028 -1.25607
C 2.49212 1.01837 -0.22927
H 3.71672 2.85863 -2.59247
H 5.13135 0.71911 -0.33160
H 5.50373 1.74244 -1.70695
H 4.58002 0.13132 -1.87797
H 2.84953 0.82034 0.77361
H 1.68791 1.76013 -0.11297
H 2.13711 0.09270 -0.65514
C 1.98950 -4.55398 -0.71983
N 1.09222 -4.07803 0.43078
O 0.23033 -4.85452 0.73373
O 1.24950 -2.99783 0.89325
H 2.73877 -3.81957 -0.89013
H 1.28036 -4.91276 -1.48575
H 2.50672 -5.43214 -0.22619
C 0.08370 -2.82921 -4.98339
N 1.06836 -3.70554 -4.32132
O 2.25250 -3.64972 -4.60068
O 0.60072 -4.33017 -3.39371
H 0.03819 -1.99796 -4.27682
H -0.90391 -3.23234 -4.82782
H 0.30751 -2.57504 -6.03098
C -0.87815 -0.76038 1.90317
N -0.15921 -0.21377 3.09334
O -0.53605 -0.53445 4.24779
O 0.76293 0.52445 2.84936
H -0.20215 -0.59640 1.07002
H -1.76074 -0.13466 1.76523
H -1.01377 -1.76084 2.24926
*
```